Below is the molecule C5H7NO2 at a distorted geometry, with properties calculated with ωB97M-V/def2-TZVPD.

Element x y z (Å)
C -1.207 0.113 -1.251
C 0.503 -1.289 -0.365
C 1.258 -1.815 0.577
C -0.282 -0.052 -0.295
C 0.205 0.978 0.739
N 2.058 -2.995 0.510
O 1.827 -3.799 -0.388
O 2.937 -3.155 1.356
H -1.675 1.014 -1.385
H -1.433 -0.773 -1.752
H 0.568 -1.867 -1.234
H 1.264 -1.252 1.544
H -0.445 0.865 1.539
H 0.116 2.013 0.254
H 1.124 0.779 1.038

Cartesian forces, eV/Å:
2.0 -1.0 2.2
0.2 -0.9 0.3
-0.5 2.5 2.9
1.2 0.4 -0.3
-4.1 1.6 -4.3
0.8 -1.3 -0.3
0.0 0.6 0.3
-0.9 0.5 -0.5
-1.4 1.9 -0.4
-0.6 -0.8 -1.4
-0.6 -0.5 -1.8
0.7 -1.2 -0.7
-1.2 0.3 1.8
0.2 -1.4 1.1
4.3 -0.6 1.2

## Properties
Orbital gap   9.0364 eV
Energy above the lowest of the compared OMol25 structures with the same formula, charge and spin   111.7 kcal per mole
Total energy   -399.78754 a.u.